DFT (the ωB97M-V functional and the def2-TZVPD basis) results for a structure of composition C6H14O4Y.

Structure (ORCA input):
```
! wB97M-V def2-TZVPD RIJCOSX def2/J DEFGRID3
* xyz 0 2
C -1.61 2.31 0.64
O -1.25 1.65 -0.53
C 0.04 2.07 -1.05
C 0.43 1.11 -2.17
O 1.20 0.03 -1.63
C 0.21 -1.66 -0.94
C 0.61 -1.87 0.51
O 0.75 -0.62 1.16
C 0.82 -0.69 2.57
Y 1.93 1.17 0.11
H -2.56 1.87 1.00
H -0.86 2.18 1.44
H -1.76 3.39 0.47
H -0.08 3.09 -1.45
H 1.01 1.65 -2.94
H -0.46 0.69 -2.68
H 1.01 -2.16 -1.52
H -0.69 -1.02 -0.91
H 1.56 -2.42 0.56
H -0.17 -2.45 1.04
H 0.96 0.33 2.94
H -0.12 -1.12 2.96
H 1.67 -1.30 2.89
O -0.88 -3.17 -1.44
H -1.75 -3.04 -1.03
*
```

Strongest force on any atom (eV Å⁻¹): 4.49
<S²>: 0.75
Orbital gap (spin up / spin down) (eV): 5.5 / 7.3
E_tot (eV): -15674.9641
LUMO level (spin up / spin down) (hartree): -0.0057 / -0.0270